Record 1
This record from OMol25 describes a molecular structure, C53H72IrN9O4 in a non-equilibrium geometry. The level of theory is wB97M-V/def2-TZVPD.

Summary:
Molecular weight = 1091.4 g/mol
HOMO energy (alpha / beta) = -9.64 / -9.59 eV
E_tot = -2960.61449 Eh
F_max = 4.93 eV Å⁻¹
Relative energy (zero: lowest compared OMol25 entry of this formula, charge and spin) = 51.0 kcal per mole
Total charge = +1
Spin multiplicity = 2

Each line ends with the Löwdin spin population.
Geometry (Å):
Ir  0.77996  -0.29382  -0.46042  -0.0407
C  -1.17244  -5.15612  2.50038  0.0003
C  0.13796  -4.66842  1.87518  0.0007
C  1.27816  -5.59882  2.30678  0.0005
C  0.07356  -4.65972  0.36788  0.0070
C  -0.52594  -5.73972  -0.25412  -0.0004
C  -0.61754  -5.84212  -1.63132  0.0106
C  -0.02944  -4.86912  -2.41632  -0.0011
C  0.60326  -3.78212  -1.85002  0.0086
C  1.39186  -2.86692  -2.74452  0.0024
C  2.41016  -3.67312  -3.56022  0.0004
C  0.44746  -2.06412  -3.63962  0.0021
C  0.61146  -3.61332  -0.43972  0.0026
N  1.10736  -2.46182  0.12658  0.0271
C  2.10386  -2.53522  1.03108  0.0017
O  2.90286  -3.46252  1.09848  0.0031
C  2.27376  -1.35902  1.95198  -0.0006
C  3.01286  -1.57972  3.10868  -0.0010
C  3.29636  -0.51282  3.93998  -0.0008
C  2.84706  0.73588  3.56418  -0.0015
C  2.10486  0.88738  2.39048  0.0013
N  1.80236  -0.15382  1.61258  0.0046
C  1.72976  2.32778  2.12168  0.0322
O  2.48576  3.20728  2.53858  0.0730
N  0.54086  2.56238  1.62348  0.3289
C  -0.21934  3.65328  1.48098  0.0982
C  0.03086  4.70178  0.54658  0.1172
C  -0.97134  5.61498  0.28208  -0.0034
C  -2.18504  5.57558  0.95058  0.1611
C  -2.37924  4.66218  1.97938  -0.0081
C  -1.42204  3.71178  2.26618  0.1195
C  -1.52954  2.82008  3.47478  0.0094
C  -0.92464  3.61388  4.64348  0.0103
C  -2.94924  2.36398  3.81288  0.0018
C  1.41366  4.95558  0.02318  0.0113
C  2.06746  5.96008  0.98648  0.0114
C  1.43076  5.49708  -1.40852  0.0027
H  -1.24754  -4.82402  3.53208  0.0000
H  -2.02934  -4.78942  1.94328  0.0000
H  -1.20884  -6.24162  2.50438  0.0000
H  0.36076  -3.66202  2.24058  0.0000
H  1.12216  -6.59722  1.90438  0.0000
H  2.22926  -5.22402  1.93708  0.0000
H  1.32286  -5.66072  3.39178  0.0001
H  -0.94624  -6.53072  0.34488  -0.0002
H  -1.12334  -6.68292  -2.08082  0.0006
H  -0.04524  -4.96742  -3.48972  -0.0002
H  1.94696  -2.17472  -2.10262  0.0016
H  1.92816  -4.31652  -4.29232  0.0001
H  3.07326  -2.99722  -4.09422  0.0001
H  3.00896  -4.29952  -2.90142  0.0000
H  -0.23464  -2.72072  -4.17222  0.0000
H  -0.14324  -1.38992  -3.01922  0.0012
H  1.01266  -1.48902  -4.36962  0.0000
H  3.37626  -2.57242  3.31638  0.0001
H  3.88326  -0.64052  4.83618  0.0000
H  3.07506  1.61368  4.14748  0.0001
H  -0.79224  6.40168  -0.43372  -0.0026
H  -2.95484  6.29458  0.71348  0.0087
H  -3.28104  4.71218  2.57028  -0.0029
H  -0.90804  1.93468  3.30088  0.0010
H  -1.49424  4.52498  4.81718  -0.0002
H  -0.93644  3.01988  5.55338  0.0019
H  0.10386  3.88828  4.42048  0.0003
H  -3.54884  3.18178  4.20658  0.0000
H  -3.45204  1.95028  2.94008  -0.0002
H  -2.90064  1.59088  4.57628  0.0002
H  1.99156  4.03098  0.07748  0.0005
H  1.45576  6.85568  1.07518  -0.0004
H  2.18466  5.50998  1.96858  0.0004
H  3.05136  6.24228  0.62168  0.0020
H  1.25986  6.57018  -1.42122  0.0000
H  2.39806  5.31548  -1.87032  0.0003
H  0.66256  5.01888  -2.01022  -0.0002
C  4.83896  -0.08772  0.48638  -0.0002
N  4.16336  -1.06642  -0.35872  -0.0001
C  4.99186  -2.21872  -0.69632  0.0000
C  5.55366  -1.88712  -2.07832  -0.0001
N  4.59026  -0.92102  -2.58152  -0.0027
C  4.81626  -0.36302  -3.89372  -0.0003
C  3.77346  -0.49542  -1.58402  -0.0008
N  2.73056  0.26548  -1.59602  0.0045
C  2.32236  1.06978  -2.73162  -0.0004
C  1.36326  2.15098  -2.22472  0.0007
N  0.16396  1.58038  -1.64552  -0.0015
C  -1.01544  2.09408  -1.84262  -0.0005
N  -1.43424  2.97598  -2.81872  -0.0003
C  -0.89574  3.11038  -4.15832  0.0000
C  -2.87294  3.18658  -2.71422  0.0000
C  -3.24894  2.55058  -1.38032  0.0006
N  -2.05724  1.81868  -1.02382  -0.0009
C  -2.01344  1.30158  0.31288  0.0029
H  5.77756  0.26028  0.03478  0.0000
H  5.06076  -0.55112  1.44558  0.0000
H  4.18316  0.76658  0.63818  0.0000
H  4.35076  -3.10352  -0.72222  0.0000
H  5.75886  -2.38022  0.05578  0.0000
H  5.58166  -2.76422  -2.72462  -0.0001
H  6.56006  -1.45442  -2.03192  -0.0001
H  5.47756  -1.03212  -4.44072  0.0000
H  5.30746  0.61268  -3.83592  -0.0001
H  3.89376  -0.26672  -4.46002  -0.0001
H  1.81836  0.45268  -3.48682  0.0000
H  3.18306  1.57388  -3.18352  -0.0004
H  1.16616  2.86048  -3.02792  0.0001
H  1.88416  2.68378  -1.42042  0.0001
H  -0.17394  3.92718  -4.22242  0.0000
H  -1.71524  3.36078  -4.83102  0.0000
H  -0.43294  2.18468  -4.50062  0.0000
H  -3.38364  2.68718  -3.54672  0.0000
H  -3.11484  4.25288  -2.75172  0.0000
H  -4.10714  1.87448  -1.46182  0.0000
H  -3.47204  3.30388  -0.61252  0.0008
H  -2.74154  0.49598  0.41078  -0.0003
H  -2.25114  2.09848  1.02228  0.0016
H  -1.01084  0.92098  0.53458  -0.0002
C  -6.99144  -1.28202  2.40538  0.0000
C  -5.74094  -1.44352  1.59488  -0.0001
C  -4.50244  -1.61212  2.19108  0.0000
C  -3.33574  -1.74142  1.43758  -0.0001
C  -2.02284  -1.79912  2.15988  0.0000
C  -3.44294  -1.74542  0.05218  -0.0010
C  -4.67194  -1.54822  -0.57842  -0.0002
C  -4.74704  -1.46882  -2.07132  0.0000
C  -5.80554  -1.39742  0.20558  -0.0001
C  -2.20884  -2.04352  -0.84752  -0.0003
O  -2.25554  -3.07062  -1.49372  0.0023
O  -1.33004  -1.15012  -0.79642  -0.0072
H  -6.78584  -1.35982  3.46968  0.0000
H  -7.72364  -2.03852  2.12548  0.0000
H  -7.43124  -0.30532  2.20858  0.0000
H  -4.42124  -1.63342  3.26968  0.0000
H  -2.06914  -2.51142  2.98028  0.0000
H  -1.80254  -0.81692  2.58058  0.0000
H  -1.20984  -2.06752  1.49278  -0.0002
H  -3.92514  -0.86792  -2.46142  0.0000
H  -5.69434  -1.04442  -2.39592  0.0000
H  -4.64774  -2.46912  -2.48852  0.0000
H  -6.76264  -1.24662  -0.27372  0.0000

***

Record 2
This record from OMol25 describes a molecular structure, C24H24Cl8IrN7O3S2. The level of theory is wB97M-V/def2-TZVPD.

Summary:
Molecular weight = 998.5 g/mol
HOMO energy = -7.72 eV
E_tot = -6120.20794 Eh
F_max = 0.78 eV Å⁻¹
Relative energy (zero: lowest compared OMol25 entry of this formula, charge and spin) = 0.0 kcal per mole
Spin multiplicity = 1

Each line ends with the natural charge from an NBO analysis.
Geometry (Å):
Ir  -0.91531  -0.26211  0.43524  0.8900
N  3.49128  -0.09561  -6.66671  -0.7941
C  3.08531  0.18510  -5.37467  0.1920
C  2.47406  -0.79981  -4.59397  -0.2854
C  2.11232  -0.52976  -3.28852  -0.0893
C  2.33964  0.72892  -2.75143  -0.4071
C  2.95008  1.71357  -3.51190  -0.1179
C  3.32731  1.44277  -4.81216  -0.2863
S  1.93087  1.00733  -1.06156  2.3229
O  2.50242  2.28115  -0.65816  -0.9701
O  2.40782  -0.14318  -0.34474  -0.9692
N  0.29442  1.05686  -0.89159  -0.9255
C  -0.31791  2.11104  -1.55744  0.5597
N  -1.62832  2.28262  -1.36355  -0.5046
C  -2.21944  3.27273  -2.01076  0.0976
C  -1.54936  4.12398  -2.87079  -0.3590
C  -0.19810  3.85915  -3.01637  0.1056
N  0.41595  2.87973  -2.37719  -0.5057
H  3.06357  -0.88410  -7.11941  0.3829
H  3.66349  0.68714  -7.27262  0.3818
H  2.30132  -1.78527  -5.00999  0.2104
H  1.66460  -1.30501  -2.68139  0.2144
H  3.11875  2.68675  -3.07325  0.2442
H  3.81552  2.20720  -5.40529  0.2084
H  -3.28704  3.38504  -1.83460  0.1841
H  -2.04411  4.92626  -3.39684  0.2230
H  0.42151  4.45658  -3.67933  0.1910
C  1.98378  2.02468  4.93985  -0.4343
N  0.80839  1.66428  4.17410  -0.5740
C  0.78368  1.55204  2.84640  0.3797
N  1.88896  1.73886  2.16377  -0.7503
S  -0.78386  1.28201  2.15517  -0.0332
H  1.72080  2.03875  5.99323  0.2298
H  2.34773  3.01650  4.66255  0.2097
H  2.78254  1.29266  4.79595  0.2067
H  -0.04786  1.42317  4.64470  0.4269
H  2.77707  1.82267  2.63129  0.4029
H  1.92389  1.74476  1.14399  0.4523
Cl  1.64029  -1.28194  3.05055  -0.0054
C  1.44797  -2.11118  1.54322  0.0226
C  0.51272  -1.67507  0.61559  -0.2009
C  0.37533  -2.48167  -0.49818  -0.0010
Cl  -0.89189  -1.93619  -1.58092  0.1113
C  1.14037  -3.59169  -0.79040  -0.1114
Cl  0.89830  -4.46357  -2.25275  0.0495
C  2.11303  -3.96533  0.13047  -0.0996
Cl  3.11329  -5.32952  -0.17986  0.0527
C  2.24956  -3.22858  1.30688  -0.1035
Cl  3.42412  -3.72129  2.46645  0.0489
C  -3.97103  -2.72765  2.17150  -0.6077
C  -2.50824  -2.29565  2.29381  0.2522
C  -2.34712  -1.42375  3.53366  -0.6327
C  -1.63327  -3.54784  2.42120  -0.6301
O  -2.22979  -1.61284  1.08829  -0.8049
H  -4.27960  -3.33660  3.02426  0.1977
H  -4.10576  -3.30894  1.25802  0.2133
H  -4.61710  -1.85022  2.11615  0.1978
H  -2.62731  -1.98561  4.42883  0.2046
H  -2.98445  -0.53934  3.46427  0.2007
H  -1.31431  -1.09730  3.63788  0.2110
H  -1.99932  -4.20517  3.21382  0.2016
H  -0.60157  -3.28618  2.65133  0.2021
H  -1.64735  -4.09768  1.47801  0.2113
Cl  -4.86883  3.62234  1.15240  0.0652
C  -5.10253  1.83793  1.01723  -0.1910
Cl  -6.31757  1.44373  -0.20574  0.0868
Cl  -5.58235  1.15521  2.57685  0.0896
C  -3.84036  1.21392  0.60734  0.3007
N  -2.85100  0.73819  0.29787  -0.2414